Entry 1:
Formula: C8H8N4O4
Source: the OMol25 dataset
Level of theory: ωB97M-V with the def2-TZVPD basis set

Geometry as XYZ:
```
24
Properties=species:S:1:pos:R:3:forces:R:3
C -3.55221 -1.12432 -0.52126 0.5700 0.3039 0.6585
C -2.55542 -1.49709 0.46841 0.3444 -3.8692 -0.9307
C -1.73369 -0.59155 1.04179 -3.9786 -6.5168 1.8190
C -2.52165 1.15882 -0.15571 1.3486 -0.6407 1.1754
C 3.37065 -0.97573 -0.44686 -0.6383 -0.1279 0.4508
C 3.90071 0.36086 -0.57859 -0.6241 0.3644 0.0914
C 2.97344 1.35269 -0.41985 6.6563 3.2741 -0.1922
C 1.07656 0.08458 0.32973 1.5202 -2.1379 -1.8996
H -3.84611 0.94105 -1.24909 0.1455 -2.4301 -0.5665
H -2.24355 -2.64961 0.56887 -1.2473 2.7955 0.2393
H -1.18504 -1.11302 1.77800 -0.1380 0.2386 1.2844
H -0.79957 1.28614 1.03120 -4.6516 -1.5246 0.2772
H 1.72124 -2.00017 0.27695 -0.0297 2.1783 -1.0284
H 5.02969 0.47105 -0.64254 -1.9340 0.1837 -0.1727
H 3.49412 2.46381 -0.37681 -1.8222 -2.7789 -0.3169
H 1.36804 2.16587 0.35187 -0.3612 -0.1529 -0.3300
N -3.20378 0.22555 -0.79570 -4.8035 -0.0565 -2.7547
N -1.74881 0.68335 0.89055 -3.9570 10.1166 -0.7140
N 1.92283 -1.02750 -0.14482 -1.0060 -0.0251 2.0674
N 1.70144 1.31901 -0.09383 -3.5187 -1.6596 1.9535
O -4.48653 -1.74578 -1.00430 1.1922 1.0011 0.2587
O -2.61426 2.25129 -0.66590 1.2506 2.4416 1.1402
O 3.99776 -2.00040 -0.48199 -0.3785 -0.1153 -0.0349
O -0.06586 -0.03891 0.83987 16.0605 -0.8621 -2.4749
```
Positions in Å, forces in eV/Å.

DFT total energy (eV): -22570.581
Lowest unoccupied orbital energy (eV): -0.45
Charge: 0
HOMO (eV): -8.581

---

Entry 2:
Formula: C5H7FN2
Source: the OMol25 dataset
Level of theory: ωB97M-V with the def2-TZVPD basis set

Geometry as XYZ:
```
15
Properties=species:S:1:pos:R:3:forces:R:3
C 2.03079 -1.04546 0.21949 -0.5469 1.6004 0.8507
C 1.68356 0.27544 0.28850 -0.3455 1.2051 -1.3788
C -0.10244 -0.88765 0.02187 -3.2374 -0.1722 -0.4651
C -0.39690 1.61180 -0.00724 -0.1399 1.8353 1.0882
C -1.70051 -1.08346 -0.23221 3.6358 3.1770 -1.6178
N 0.88253 -1.74941 0.11818 -1.1488 -1.2740 -0.3007
N 0.31515 0.39696 0.06611 3.0332 -1.8090 1.1797
F -2.43470 -0.68961 0.83758 -0.3666 0.1216 0.6321
H 3.01902 -1.42465 0.39697 -0.0126 -0.4735 -0.2102
H 2.19955 1.19614 0.14139 0.8500 0.2702 0.5048
H -1.41351 1.37772 0.37200 0.6727 1.0812 0.1662
H 0.20146 2.54093 0.43280 -1.5176 -2.3146 -0.1481
H -0.46967 1.89726 -1.01834 -0.4307 0.3224 -1.5075
H -1.89983 -2.05729 -0.50349 -0.5285 -2.1440 -0.4253
H -1.91451 -0.35873 -1.13361 0.0828 -1.4260 1.6318
```
Positions in Å, forces in eV/Å.

SMILES: Cn1ccnc1CF
DFT total energy (eV): -10994.883
Lowest unoccupied orbital energy (eV): 0.83
Charge: 0
HOMO (eV): -8.866

---

Entry 3:
Formula: C30H45FO15
Source: the OMol25 dataset
Level of theory: ωB97M-V with the def2-TZVPD basis set

Geometry as XYZ:
```
91
Properties=species:S:1:pos:R:3:forces:R:3
C 5.44782 0.51996 -2.68552 0.9365 0.4567 0.4347
C 4.57701 -0.32474 -3.17822 -0.8609 -0.0775 0.8279
C 3.13115 0.07167 -3.16642 1.5015 -0.4936 -0.2153
O 2.50847 -0.03752 -4.16604 -1.8009 -0.2596 -2.2326
O 2.62247 0.55442 -2.04278 0.2387 0.3986 0.5577
C 1.36223 1.23520 -2.25963 -0.2317 0.5576 0.6340
C 0.94210 2.01049 -1.00390 0.1197 -0.0674 -0.1323
C -0.10040 3.11428 -1.39614 0.9905 -0.8254 0.1887
C -1.01685 2.67012 -2.54672 -0.3927 0.6793 0.4588
C -2.32510 3.48228 -2.66834 0.1593 -0.6259 -0.6513
C -3.07651 2.97348 -3.93031 1.0267 0.0179 -0.1091
O -4.27245 2.20289 -3.61010 0.3301 -0.0649 -1.0165
C -4.00470 1.10138 -2.91277 0.3379 0.8431 -1.0216
O -4.32689 0.97512 -1.80676 -0.8734 -0.8362 2.7371
O -3.28752 0.13457 -3.60874 -0.3438 1.1376 -0.9035
F -2.67162 -0.61672 -2.63070 0.4205 -0.8283 0.4279
H 6.42877 0.16989 -2.37502 0.2814 0.4360 -0.7311
H 5.18134 1.56646 -2.58538 0.0351 -0.1497 0.8874
H 4.88587 -1.26114 -3.62488 -0.3921 -0.3154 0.4359
H 0.60647 0.50965 -2.54767 0.1492 0.0408 -0.2015
H 1.52342 1.97016 -3.05450 -0.0120 -0.3186 -0.1223
H 1.86191 2.47089 -0.61777 -0.2731 0.1184 0.0227
H 0.56456 1.35794 -0.19872 0.1190 0.3553 -0.7662
H -0.64233 3.36340 -0.47866 -0.1464 0.1819 -0.2938
H 0.50598 3.97253 -1.71036 -0.4673 0.1616 0.0429
H -0.47218 2.81854 -3.48647 -0.0838 -0.2944 0.0670
H -1.27913 1.60951 -2.45776 0.1200 0.0809 0.0171
H -2.08135 4.54283 -2.76938 -0.2502 -0.0559 0.1128
H -2.96628 3.33199 -1.79577 0.1381 0.2246 0.0012
H -3.34207 3.77032 -4.62399 -0.4997 -0.1248 0.2584
H -2.40138 2.30067 -4.47475 -0.1780 0.1621 -0.0317
O 0.63572 -0.27142 0.92237 -0.1364 -0.3426 0.0465
C 0.57467 -1.26823 0.25612 -0.0485 -0.0682 0.5189
O 0.13970 -1.27864 -1.02386 -0.0106 0.0597 0.1276
C 0.07973 -2.63070 -1.51110 0.0138 -0.2732 -0.2143
C 1.03087 -3.41394 -0.62291 0.0793 -0.1667 0.1000
C 0.91124 -2.67255 0.70358 0.2857 -0.2029 -0.5708
H -0.95146 -2.98241 -1.42962 0.0009 0.0411 0.0318
H 0.37580 -2.65109 -2.55825 -0.0612 0.2373 0.0065
H 0.78832 -4.47356 -0.56200 -0.0632 0.0373 -0.0303
H 2.05106 -3.32470 -1.00143 -0.0362 0.0041 -0.0278
H 0.09171 -3.05297 1.31390 0.0776 0.0475 0.1123
H 1.84094 -2.68990 1.26490 -0.1877 0.0990 0.2712
O 0.19488 -4.96792 4.56768 0.0400 0.0282 -0.2751
C -0.03322 -3.79728 4.67979 0.1046 -0.2011 0.3672
O 0.53418 -2.85364 3.89253 -0.1317 -0.1488 0.0919
C 0.14534 -1.54098 4.34295 -0.0820 0.3917 -0.0540
C -1.13989 -1.75438 5.12348 -0.1466 0.0126 0.1677
C -0.93088 -3.14533 5.71101 -0.2458 0.4112 -0.3254
H 0.94762 -1.13660 4.96383 0.0087 -0.0597 0.0010
H 0.00549 -0.89027 3.48177 0.1919 -0.1481 -0.1140
H -1.32342 -0.98178 5.86809 0.0721 0.0150 -0.0323
H -1.99068 -1.76989 4.43933 0.0314 0.0314 -0.0007
H -0.40403 -3.11190 6.66600 -0.0196 -0.1173 0.0051
H -1.86540 -3.69105 5.81234 0.1594 -0.2050 0.1580
O -0.38334 -11.48293 4.29192 0.0776 0.0674 -0.2449
C -0.63267 -10.32151 4.42984 0.1063 -0.2473 0.3094
O -0.09073 -9.34493 3.66152 -0.1485 -0.1237 0.0301
C -0.50327 -8.05255 4.14665 -0.0114 0.2309 0.0337
C -1.77886 -8.31149 4.92883 -0.1702 0.0381 0.1749
C -1.53754 -9.71100 5.48184 -0.2616 0.4285 -0.3175
H 0.29164 -7.64510 4.77207 -0.0084 0.0109 -0.0339
H -0.66359 -7.38328 3.30530 0.1816 -0.1027 -0.0780
H -1.97298 -7.56020 5.69275 0.0903 0.0300 -0.0391
H -2.63397 -8.32877 4.24960 0.0265 0.0158 0.0038
H -1.00542 -9.68840 6.43410 -0.0177 -0.1127 0.0027
H -2.45969 -10.27828 5.57595 0.1679 -0.2107 0.1490
O 4.57266 4.76809 -1.67512 0.0028 -0.3143 -0.0831
C 5.73801 4.79192 -1.93552 -0.2145 0.3191 0.2840
O 6.51892 3.67858 -1.96106 -0.0506 0.1224 -0.0737
C 7.88756 4.04887 -2.19831 0.2290 -0.0212 -0.0643
C 7.82324 5.41293 -2.86477 0.0900 0.2222 -0.0576
C 6.57411 6.01863 -2.23602 0.3665 -0.2273 -0.4074
H 8.40972 4.07849 -1.23912 -0.0329 0.0101 0.0032
H 8.35932 3.30135 -2.83309 -0.1505 -0.1309 0.0847
H 8.72482 6.00564 -2.71831 0.0096 -0.0682 0.0430
H 7.67113 5.29319 -3.93911 0.0242 -0.0232 0.0244
H 6.79535 6.53209 -1.29911 -0.1138 0.0371 -0.0035
H 6.05410 6.68408 -2.91957 -0.1720 0.0750 0.2357
O -4.32161 6.02547 -0.91218 -0.1663 0.2475 0.0050
C -5.32888 5.46614 -0.59092 0.4044 -0.2284 0.0754
O -6.37884 6.09944 -0.00590 0.0553 0.0013 -0.0961
C -7.38595 5.14032 0.35590 -0.2013 -0.1001 0.0419
C -7.13323 3.93890 -0.53930 -0.0165 -0.2439 -0.0367
C -5.62123 3.98603 -0.71960 -0.5805 0.1015 -0.1306
H -7.27185 4.90054 1.41588 0.0315 0.0046 -0.0138
H -8.37118 5.57483 0.19829 0.1047 0.1858 0.0297
H -7.49927 3.00370 -0.11857 -0.0037 0.0513 0.0503
H -7.62216 4.08653 -1.50429 -0.0109 0.0075 0.0342
H -5.09857 3.45115 0.07518 0.1055 -0.0104 -0.0922
H -5.31682 3.61212 -1.69208 0.2638 -0.0391 0.1124
```
Positions in Å, forces in eV/Å.

SMILES: C=CC(=O)OCCCCCCOC(=O)OF.O=C1CCCO1.O=C1CCCO1.O=C1CCCO1.O=C1CCCO1.O=C1CCCO1
DFT total energy (eV): -65266.182
Lowest unoccupied orbital energy (eV): 0.48
Charge: 0
HOMO (eV): -9.334